Record 1
DFT (ωB97M-V with the def2-TZVPD basis set) results for a 2-piece molecular cluster, C4H11NSi overall in a non-equilibrium geometry.

LUMO (alpha / beta), eV: 0.185 / 0.185
Energy relative to the best compared isomer or geometry (same formula, charge and spin), kcal per mole: 84.5
Molecular weight, Da: 101.22
E, eV: -13691.0119

Positions of all 17 atoms, in Å:
C (2.5760, -1.0547, 0.3326)
C (1.6412, -0.2019, 0.8919)
C (-0.9287, 1.6832, 0.9434)
C (-2.0239, -1.6425, -0.5387)
N (0.3155, 1.0150, -1.5017)
Si (0.0362, 0.3112, 0.0665)
H (3.6221, -1.2015, 0.6859)
H (2.4433, -1.4797, -0.6254)
H (1.6940, 0.0299, 1.9282)
H (-0.3290, 2.3488, 1.7103)
H (-1.3391, 2.3682, 0.3311)
H (-1.7208, 1.0942, 1.4681)
H (-1.3498, -2.4300, -0.3831)
H (-2.6960, -1.5588, 0.3970)
H (-2.4671, -1.3543, -1.5369)
H (-0.4695, 1.4764, -1.9099)
H (0.9957, 0.5967, -2.2593)

Force components x, y, z for each atom (eV/Å):
-0.364 2.346 1.450
0.736 -2.695 -1.649
2.127 -2.149 4.188
-0.310 3.167 1.901
2.765 -1.650 -1.302
-1.685 -0.149 -1.584
-1.140 -0.066 0.452
-0.384 -0.229 -1.079
0.580 0.652 0.734
-0.953 -1.643 -1.241
-1.589 2.012 -2.497
0.390 0.926 -0.066
0.640 -1.279 -0.571
0.846 0.040 -1.857
0.765 -0.565 1.363
-0.320 0.122 -0.425
-2.105 1.160 2.182

Record 2
DFT (ωB97M-V with the def2-TZVPD basis set) results for the molecule C5H11NO.

LUMO, eV: 1.034
Energy relative to the best compared isomer or geometry (same formula, charge and spin), kcal per mole: 47.6
SMILES string: CCN1C[C@H]1CO
Molecular weight, Da: 101.15
E, eV: -8899.6330

Positions of all 18 atoms, in Å:
C (1.3227, 1.6325, -0.9107)
C (-0.1124, 1.5556, -0.3828)
N (-0.5415, 0.3515, 0.3261)
C (0.3437, -0.2629, 1.3010)
C (0.0338, -0.9427, 0.0195)
C (-0.9808, -2.0708, -0.0401)
O (-2.0287, -1.8578, 0.8716)
H (1.4964, 2.6397, -1.3026)
H (1.5117, 0.9309, -1.7296)
H (2.0732, 1.4587, -0.1323)
H (-0.2863, 2.3906, 0.3057)
H (-0.8039, 1.6901, -1.2225)
H (1.3418, 0.1538, 1.4271)
H (-0.1358, -0.5980, 2.2172)
H (0.8348, -0.9883, -0.7189)
H (-1.3603, -2.1580, -1.0725)
H (-0.5035, -3.0229, 0.2176)
H (-2.2049, -0.9020, 0.8262)

Force components x, y, z for each atom (eV/Å):
0.065 -0.025 0.009
0.015 0.163 -0.078
-0.019 0.067 -0.063
0.159 0.008 0.237
0.034 -0.125 -0.119
0.262 -0.120 -0.182
-0.139 0.185 -0.011
-0.030 -0.125 0.038
-0.072 0.064 0.127
-0.127 0.026 -0.086
0.013 -0.087 -0.098
0.069 -0.006 0.115
-0.141 -0.095 -0.057
0.052 0.044 -0.134
-0.125 0.004 0.115
0.042 0.034 0.157
-0.041 0.120 -0.032
-0.018 -0.133 0.063

Record 3
DFT (ωB97M-V with the def2-TZVPD basis set) results for the molecule C16H21N5O3S in a non-equilibrium geometry.

LUMO, eV: 0.567
Energy relative to the best compared isomer or geometry (same formula, charge and spin), kcal per mole: 57.2
SMILES string: Cc1ccc(S(=O)(=O)N2CCN(C(=O)CCn3cncn3)CC2)cc1
Molecular weight, Da: 363.44
E, eV: -41361.2487

Positions of all 46 atoms, in Å:
C (5.9482, -1.1918, -1.9058)
C (4.8804, -0.7319, -0.9628)
C (4.4748, 0.6005, -0.9527)
C (3.5050, 1.0361, -0.0684)
C (2.9387, 0.1336, 0.8108)
C (3.3255, -1.1918, 0.8221)
C (4.2967, -1.6211, -0.0661)
H (4.6066, -2.6557, -0.0631)
H (2.8636, -1.8615, 1.5305)
S (1.6661, 0.7098, 1.9224)
O (1.2826, -0.3578, 2.8006)
O (2.0528, 1.9659, 2.4919)
N (0.4466, 1.0423, 0.8012)
C (-0.1911, -0.1442, 0.2842)
H (0.5877, -0.8495, -0.0114)
C (-1.0430, 0.2235, -0.9373)
N (-1.9801, 1.2731, -0.6041)
C (-3.3105, 1.3214, -0.8451)
O (-3.9968, 2.2471, -0.4507)
C (-3.9683, 0.1866, -1.6223)
H (-3.2642, -0.4488, -2.1522)
H (-4.6368, 0.6525, -2.3479)
C (-4.8199, -0.6495, -0.6593)
N (-4.0054, -1.2372, 0.3657)
C (-3.8624, -0.8765, 1.6525)
N (-2.9869, -1.6528, 2.2445)
C (-2.6000, -2.4913, 1.2643)
N (-3.1889, -2.2689, 0.1123)
H (-1.8780, -3.2679, 1.4084)
H (-4.3980, -0.0696, 2.1080)
H (-5.3227, -1.4521, -1.2057)
H (-5.5613, -0.0080, -0.1779)
C (-1.3477, 2.4300, 0.0095)
H (-2.1356, 3.1327, 0.2833)
C (-0.5407, 2.0103, 1.2322)
H (-0.0047, 2.8566, 1.6606)
H (-1.2056, 1.5806, 1.9956)
H (-0.6768, 2.8925, -0.7231)
H (-1.5555, -0.6768, -1.2706)
H (-0.3772, 0.5802, -1.7339)
H (-0.8131, -0.6169, 1.0569)
H (3.1822, 2.0641, -0.0375)
H (4.9265, 1.2980, -1.6428)
H (6.9286, -1.0302, -1.4575)
H (5.9108, -0.6335, -2.8380)
H (5.8478, -2.2524, -2.1213)

Force components x, y, z for each atom (eV/Å):
0.050 0.016 0.036
-0.091 -0.060 0.060
-0.097 0.001 0.115
0.100 0.119 -0.072
-0.430 0.045 0.387
-0.085 -0.053 0.162
0.021 0.122 -0.043
0.020 -0.106 -0.003
-0.027 -0.140 0.055
-0.151 0.061 -0.516
0.043 -0.210 -0.181
0.036 0.173 -0.161
0.906 -0.071 0.554
-0.263 -0.499 -0.312
-0.124 -0.097 -0.110
0.298 -0.332 -0.018
0.210 0.146 0.146
-0.053 -0.295 -0.355
-0.412 0.172 0.084
-0.099 0.049 0.227
-0.049 -0.027 -0.013
0.084 0.015 0.017
-0.115 0.215 -0.593
0.130 -0.074 0.731
0.041 -0.156 -0.140
0.106 0.136 0.640
-0.265 0.229 -0.043
0.117 -0.417 -0.751
0.172 -0.225 -0.038
-0.200 0.248 0.042
0.006 0.119 0.144
0.075 -0.103 -0.036
-0.018 0.181 0.317
0.180 -0.075 -0.038
-0.154 0.497 0.149
-0.185 0.073 -0.025
-0.010 0.068 -0.046
-0.014 0.026 0.047
0.036 0.099 0.021
-0.021 -0.081 0.013
0.037 0.041 -0.120
0.009 0.172 -0.091
0.031 0.081 -0.069
0.094 -0.018 -0.032
0.031 -0.002 -0.085
0.029 -0.062 -0.056

Record 4
DFT (ωB97M-V with the def2-TZVPD basis set) results for a 3-piece molecular cluster, C6H15NO2 overall in a non-equilibrium geometry.

LUMO, eV: 0.691
Energy relative to the best compared isomer or geometry (same formula, charge and spin), kcal per mole: 85.4
SMILES string: C=CCC.NC=O.CO
Molecular weight, Da: 133.19
E, eV: -12047.7094

Positions of all 24 atoms, in Å:
C (-2.5975, 0.8067, -1.1125)
C (-0.9721, -1.5301, -1.0709)
N (-2.3507, 1.4706, 0.0568)
O (-1.7590, 0.7903, -2.0450)
O (-0.1384, -2.5931, -0.7621)
H (-0.9315, -0.5043, -1.9155)
H (0.4878, -2.3052, -0.0828)
H (-3.5857, 0.3409, -1.1904)
H (-1.6729, 2.2185, 0.0233)
H (-3.0436, 1.4774, 0.7855)
H (-1.9111, -1.8839, -1.4764)
H (-1.0462, -0.7919, -0.2744)
C (2.1938, 0.6872, 0.8667)
C (1.9147, 1.0564, -0.5937)
C (1.0387, -0.0269, 1.4965)
C (1.0700, -1.2695, 1.9573)
H (2.3885, 1.6040, 1.4331)
H (3.0918, 0.0683, 0.9295)
H (0.0979, 0.5153, 1.4842)
H (1.0109, 1.6583, -0.6808)
H (2.7445, 1.6274, -1.0081)
H (1.7788, 0.1616, -1.1991)
H (0.2018, -1.7385, 2.3963)
H (1.9891, -1.8394, 1.9825)

Force components x, y, z for each atom (eV/Å):
1.727 0.849 -1.382
-0.465 3.386 -1.949
-0.276 -0.098 -0.463
-2.611 0.995 1.630
0.651 -0.051 -0.334
1.976 -3.743 1.258
-0.126 0.046 -0.210
0.145 -0.255 0.066
0.037 -0.230 0.131
-0.011 0.124 -0.075
-0.506 -0.356 0.551
-0.550 -0.616 0.757
0.008 0.094 -0.013
0.096 -0.067 0.154
0.060 -0.116 -0.364
0.022 0.088 0.315
0.049 -0.026 -0.001
-0.012 0.014 0.045
-0.086 0.014 0.116
-0.066 0.016 -0.048
0.009 0.029 -0.033
-0.064 -0.024 -0.045
-0.131 -0.033 -0.036
0.124 -0.040 -0.069